(1)
{"formula": "C4H7NO", "method": "ωB97M-V/def2-TZVPD", "symbols": ["C", "C", "N", "C", "C", "O", "H", "H", "H", "H", "H", "H", "H"], "coordinates": [[0.8346, 2.2019, -0.0512], [0.7075, 1.0535, 0.5410], [0.6500, 0.0322, 1.1406], [-0.0438, -1.0512, 0.4474], [-1.1859, -0.5290, -0.5131], [0.7802, -1.9463, -0.2677], [0.1401, 2.5029, -0.8251], [1.6069, 2.8949, 0.2580], [-0.5660, -1.6406, 1.2074], [-0.7712, -0.1084, -1.4350], [-1.8572, 0.1859, -0.0292], [-1.7836, -1.3940, -0.8190], [1.4885, -2.2018, 0.3459]], "forces_ev_per_angstrom": [[0.04, 1.06, -0.50], [1.24, 2.27, -0.47], [-1.48, -1.85, 0.68], [-1.60, -1.23, -0.52], [0.85, -0.84, 0.18], [0.43, 0.49, 0.20], [-0.27, 0.11, 0.41], [0.28, -0.31, -0.35], [0.20, 0.23, 0.27], [0.10, 0.11, 0.24], [0.32, -0.08, 0.09], [0.11, 0.08, 0.11], [-0.22, -0.04, -0.35]], "mulliken_charge": [-1.121, 0.781, -0.385, 0.396, -1.328, -0.549, 0.249, 0.267, 0.255, 0.363, 0.386, 0.343, 0.343], "e_above_lowest_kj_mol": 312.6, "e_homo_ev": -8.30, "lumo_ha": 0.01754, "smiles": "C=C=N[C@@H](C)O", "energy_ev": -7796.4042}

(2)
{"formula": "C4H8N2O", "method": "ωB97M-V/def2-TZVPD", "symbols": ["C", "N", "C", "N", "C", "C", "O", "H", "H", "H", "H", "H", "H", "H", "H"], "coordinates": [[-1.7681, -0.8172, -1.3144], [-0.9374, -0.2543, -0.2739], [0.1656, 0.5366, -0.7132], [0.4165, -0.8239, -0.2775], [0.9958, 0.2789, 0.4918], [0.5082, 0.6288, 1.8717], [2.3640, 0.3934, 0.3845], [-1.2137, -1.0477, -2.2307], [-2.5566, -0.0981, -1.5335], [-2.2146, -1.7313, -0.9275], [0.3698, 0.9075, -1.7008], [-0.5708, 0.5250, 1.9142], [0.9755, -0.0393, 2.5907], [0.7970, 1.6514, 2.0989], [2.6686, -0.1098, -0.3803]], "forces_ev_per_angstrom": [[0.17, -0.24, -0.26], [-0.56, 0.63, 0.61], [0.10, 0.37, 0.07], [0.61, -1.31, -0.31], [-0.56, 0.83, 0.33], [0.20, -0.18, -0.22], [0.04, -0.16, -0.04], [0.00, -0.01, -0.03], [-0.01, -0.03, 0.01], [-0.05, 0.01, -0.08], [0.03, 0.05, -0.23], [0.02, 0.03, 0.03], [0.03, -0.04, 0.11], [0.02, 0.08, 0.06], [-0.05, -0.02, -0.06]], "mulliken_charge": [-0.843, -0.145, -0.296, -0.627, 1.165, -1.234, -0.522, 0.333, 0.319, 0.248, 0.310, 0.345, 0.316, 0.299, 0.333], "e_above_lowest_kj_mol": 413.7, "e_homo_ev": -9.13, "lumo_ha": 0.03674, "smiles": "CN1[C@@H]2N1[C@@]2(C)O", "energy_ev": -9302.1057}

(3)
{"formula": "C2H15N2O4", "method": "ωB97M-V/def2-TZVPD", "symbols": ["C", "N", "C", "N", "H", "H", "H", "H", "H", "H", "H", "H", "H", "O", "H", "H", "O", "H", "H", "O", "H", "H", "O"], "coordinates": [[-0.0143, 1.2297, -2.3882], [-0.1072, 1.0119, -0.9427], [0.4696, -0.0532, -0.3666], [0.2788, -0.2312, 0.9151], [0.8700, 0.7625, -2.8169], [0.0289, 2.3469, -2.4250], [-0.7868, 0.7517, -2.9984], [-0.8807, 1.4795, -0.4906], [1.1168, -0.7613, -0.9331], [-0.1719, 0.4833, 1.4576], [0.5712, -1.0913, 1.3469], [-2.4887, 3.0609, 1.2981], [-2.8879, 1.7490, 1.9191], [-2.1794, 2.1532, 1.4017], [-1.0110, -3.2229, 2.3283], [0.4015, -3.3519, 2.9858], [-0.0814, -2.9724, 2.2397], [2.4109, 2.3435, -0.7088], [3.4298, 1.3341, -0.1840], [2.6563, 1.4130, -0.7596], [-0.8823, -3.0680, -0.9891], [-0.2554, -2.9112, 0.4698], [-0.4868, -2.4559, -0.3590]], "forces_ev_per_angstrom": [[0.37, 0.94, 0.08], [0.50, -2.33, -0.84], [-0.69, 1.33, -0.26], [0.70, -0.18, -0.09], [0.50, 0.44, 0.49], [-0.11, -1.04, -1.01], [-0.59, 0.55, 0.54], [0.06, -0.08, 0.47], [-0.82, 0.91, 0.46], [-0.28, 0.03, 0.20], [-0.06, 0.03, 0.26], [0.18, 0.05, -0.04], [0.13, -0.12, -0.08], [-0.14, -0.03, 0.00], [0.19, 0.00, 0.31], [-0.20, -0.08, -0.15], [0.00, 0.06, 0.18], [0.06, -0.01, -0.03], [-0.08, 0.04, -0.21], [0.38, 0.01, 0.28], [0.15, -0.19, 0.32], [-0.10, -0.25, -0.53], [-0.15, -0.07, -0.34]], "mulliken_charge": [-0.838, -0.123, 0.326, -0.284, 0.314, 0.312, 0.337, 0.208, 0.398, 0.177, 0.215, 0.309, 0.318, -0.640, 0.320, 0.298, -0.671, 0.311, 0.293, -0.608, 0.294, 0.387, -0.652], "e_above_lowest_kj_mol": 41.7, "e_homo_ev": -13.67, "lumo_ha": -0.09272, "charge": 1, "energy_ev": -13482.0536}

What did the second record say?
{"formula": "C4H8N2O", "method": "ωB97M-V/def2-TZVPD", "symbols": ["C", "N", "C", "N", "C", "C", "O", "H", "H", "H", "H", "H", "H", "H", "H"], "coordinates": [[-1.7681, -0.8172, -1.3144], [-0.9374, -0.2543, -0.2739], [0.1656, 0.5366, -0.7132], [0.4165, -0.8239, -0.2775], [0.9958, 0.2789, 0.4918], [0.5082, 0.6288, 1.8717], [2.3640, 0.3934, 0.3845], [-1.2137, -1.0477, -2.2307], [-2.5566, -0.0981, -1.5335], [-2.2146, -1.7313, -0.9275], [0.3698, 0.9075, -1.7008], [-0.5708, 0.5250, 1.9142], [0.9755, -0.0393, 2.5907], [0.7970, 1.6514, 2.0989], [2.6686, -0.1098, -0.3803]], "forces_ev_per_angstrom": [[0.17, -0.24, -0.26], [-0.56, 0.63, 0.61], [0.10, 0.37, 0.07], [0.61, -1.31, -0.31], [-0.56, 0.83, 0.33], [0.20, -0.18, -0.22], [0.04, -0.16, -0.04], [0.00, -0.01, -0.03], [-0.01, -0.03, 0.01], [-0.05, 0.01, -0.08], [0.03, 0.05, -0.23], [0.02, 0.03, 0.03], [0.03, -0.04, 0.11], [0.02, 0.08, 0.06], [-0.05, -0.02, -0.06]], "mulliken_charge": [-0.843, -0.145, -0.296, -0.627, 1.165, -1.234, -0.522, 0.333, 0.319, 0.248, 0.310, 0.345, 0.316, 0.299, 0.333], "e_above_lowest_kj_mol": 413.7, "e_homo_ev": -9.13, "lumo_ha": 0.03674, "smiles": "CN1[C@@H]2N1[C@@]2(C)O", "energy_ev": -9302.1057}

Please write out number 2 again, unchanged.
{"formula": "C4H8N2O", "method": "ωB97M-V/def2-TZVPD", "symbols": ["C", "N", "C", "N", "C", "C", "O", "H", "H", "H", "H", "H", "H", "H", "H"], "coordinates": [[-1.7681, -0.8172, -1.3144], [-0.9374, -0.2543, -0.2739], [0.1656, 0.5366, -0.7132], [0.4165, -0.8239, -0.2775], [0.9958, 0.2789, 0.4918], [0.5082, 0.6288, 1.8717], [2.3640, 0.3934, 0.3845], [-1.2137, -1.0477, -2.2307], [-2.5566, -0.0981, -1.5335], [-2.2146, -1.7313, -0.9275], [0.3698, 0.9075, -1.7008], [-0.5708, 0.5250, 1.9142], [0.9755, -0.0393, 2.5907], [0.7970, 1.6514, 2.0989], [2.6686, -0.1098, -0.3803]], "forces_ev_per_angstrom": [[0.17, -0.24, -0.26], [-0.56, 0.63, 0.61], [0.10, 0.37, 0.07], [0.61, -1.31, -0.31], [-0.56, 0.83, 0.33], [0.20, -0.18, -0.22], [0.04, -0.16, -0.04], [0.00, -0.01, -0.03], [-0.01, -0.03, 0.01], [-0.05, 0.01, -0.08], [0.03, 0.05, -0.23], [0.02, 0.03, 0.03], [0.03, -0.04, 0.11], [0.02, 0.08, 0.06], [-0.05, -0.02, -0.06]], "mulliken_charge": [-0.843, -0.145, -0.296, -0.627, 1.165, -1.234, -0.522, 0.333, 0.319, 0.248, 0.310, 0.345, 0.316, 0.299, 0.333], "e_above_lowest_kj_mol": 413.7, "e_homo_ev": -9.13, "lumo_ha": 0.03674, "smiles": "CN1[C@@H]2N1[C@@]2(C)O", "energy_ev": -9302.1057}